No. 1
{
  "formula": "C18H16BrN2",
  "method": "ωB97M-V/def2-TZVPD",
  "total_charge": 1,
  "orbital_gap_ha": 0.241,
  "homo_ev": -12.48,
  "lumo_ev": -5.927,
  "species": ["C", "N", "N", "C", "C", "C", "C", "Br", "C", "C", "H", "H", "H", "H", "H", "C", "C", "C", "C", "C", "C", "C", "C", "C", "C", "C", "H", "H", "H", "H", "H", "H", "H", "H", "H", "H", "H"],
  "coordinates": [[-3.02, -0.87, 1.60], [-4.39, 1.01, 2.54], [-5.32, 0.90, 3.15], [-1.72, -0.57, 2.09], [-0.86, -1.66, 2.38], [0.49, -1.47, 2.67], [0.99, -0.16, 2.77], [2.84, 0.09, 3.09], [0.14, 0.95, 2.61], [-1.20, 0.75, 2.28], [-3.64, -1.50, 2.24], [-1.26, -2.66, 2.31], [1.15, -2.33, 2.79], [0.55, 1.96, 2.70], [-1.86, 1.60, 2.12], [-2.59, -1.92, -0.49], [-1.30, -1.23, -1.00], [-1.68, 0.23, -1.08], [-2.82, 0.50, -0.41], [-3.40, -0.79, 0.22], [-4.94, -0.97, 0.08], [-5.78, 0.14, 0.03], [-7.16, -0.04, -0.05], [-7.70, -1.34, -0.12], [-6.85, -2.46, -0.08], [-5.47, -2.26, 0.05], [-3.13, -2.34, -1.34], [-2.34, -2.73, 0.20], [-0.49, -1.38, -0.27], [-0.97, -1.66, -1.95], [-1.04, 0.94, -1.62], [-3.34, 1.45, -0.27], [-5.36, 1.14, -0.04], [-7.82, 0.83, -0.09], [-8.78, -1.48, -0.22], [-7.25, -3.47, -0.17], [-4.80, -3.13, 0.07]],
  "nbo_charge": [0.446, -0.045, 0.114, -0.273, -0.125, -0.246, -0.028, 0.150, -0.258, -0.054, 0.216, 0.230, 0.258, 0.256, 0.231, -0.341, -0.456, -0.125, -0.203, -0.287, -0.054, -0.217, -0.189, -0.191, -0.203, -0.173, 0.268, 0.224, 0.225, 0.247, 0.242, 0.236, 0.216, 0.233, 0.234, 0.233, 0.207]
}



No. 2
{
  "formula": "C34H26N7O2Re",
  "method": "ωB97M-V/def2-TZVPD",
  "total_charge": 1,
  "orbital_gap_ha": [0.262, 0.256],
  "homo_ev": [-10.28, -10.61],
  "lumo_ev": [-3.148, -3.641],
  "de_lowest_kj_mol": 19.70,
  "multiplicity": 2,
  "species": ["Re", "O", "C", "C", "C", "C", "C", "C", "C", "N", "C", "C", "N", "C", "C", "C", "C", "C", "C", "C", "O", "H", "H", "H", "H", "H", "H", "H", "H", "H", "H", "H", "H", "H", "H", "C", "C", "C", "C", "N", "C", "N", "C", "N", "C", "N", "C", "C", "C", "C", "C", "N", "C", "C", "C", "C", "C", "C", "H", "H", "H", "H", "H", "H", "H", "H", "H", "H", "H", "H"],
  "coordinates": [[0.00, -0.15, 0.66], [1.59, 0.52, -0.40], [2.89, 0.50, -0.48], [3.53, 1.01, -1.62], [4.90, 0.99, -1.69], [5.69, 0.47, -0.65], [5.08, -0.02, 0.48], [3.67, -0.02, 0.57], [3.02, -0.49, 1.73], [1.75, -0.60, 1.93], [1.38, -1.11, 3.25], [0.50, -2.30, 3.00], [-0.48, -1.92, 1.97], [-1.47, -2.73, 1.83], [-2.53, -2.60, 0.88], [-3.40, -3.66, 0.60], [-4.43, -3.49, -0.29], [-4.63, -2.24, -0.89], [-3.81, -1.17, -0.60], [-2.74, -1.35, 0.28], [-1.96, -0.33, 0.61], [2.92, 1.42, -2.42], [5.39, 1.38, -2.57], [6.77, 0.48, -0.73], [5.67, -0.41, 1.30], [3.67, -0.78, 2.55], [0.86, -0.34, 3.81], [2.27, -1.39, 3.81], [-0.01, -2.64, 3.91], [1.11, -3.12, 2.62], [-1.51, -3.60, 2.48], [-3.24, -4.62, 1.08], [-5.09, -4.32, -0.53], [-5.45, -2.11, -1.58], [-3.97, -0.20, -1.04], [0.31, -3.91, -1.54], [-0.42, -3.68, -2.71], [-0.82, -2.40, -3.00], [-0.54, -1.35, -2.11], [0.04, -1.61, -0.92], [0.50, -2.86, -0.69], [-0.80, -0.10, -2.61], [-0.72, 1.03, -2.00], [-0.60, 1.29, -0.67], [-0.34, 2.62, -0.47], [-0.11, 3.25, 0.62], [-0.36, 2.71, 1.86], [-0.55, 3.65, 2.89], [-1.02, 3.25, 4.11], [-1.30, 1.90, 4.32], [-1.02, 1.02, 3.30], [-0.50, 1.38, 2.11], [-0.38, 3.29, -1.79], [-0.21, 4.62, -2.15], [-0.34, 4.93, -3.50], [-0.63, 3.95, -4.44], [-0.80, 2.61, -4.07], [-0.67, 2.32, -2.73], [0.71, -4.89, -1.30], [-0.62, -4.49, -3.40], [-1.32, -2.15, -3.92], [1.04, -2.99, 0.24], [-0.37, 4.68, 2.65], [-1.19, 3.97, 4.90], [-1.73, 1.53, 5.24], [-1.24, -0.03, 3.41], [0.01, 5.37, -1.40], [-0.22, 5.95, -3.82], [-0.72, 4.23, -5.48], [-1.02, 1.84, -4.80]],
  "nbo_charge": [1.523, -0.697, 0.488, -0.281, -0.134, -0.256, -0.119, -0.276, 0.221, -0.481, -0.236, -0.241, -0.463, 0.215, -0.262, -0.126, -0.249, -0.141, -0.277, 0.453, -0.690, 0.231, 0.226, 0.229, 0.217, 0.189, 0.218, 0.213, 0.219, 0.207, 0.193, 0.218, 0.229, 0.227, 0.235, -0.260, -0.133, -0.223, 0.402, -0.498, 0.059, -0.528, 0.496, -0.582, 0.508, -0.522, 0.401, -0.224, -0.133, -0.257, 0.049, -0.501, -0.100, -0.155, -0.190, -0.191, -0.176, -0.022, 0.235, 0.233, 0.245, 0.199, 0.247, 0.235, 0.236, 0.208, 0.236, 0.226, 0.226, 0.234]
}



No. 3
{
  "formula": "C17H18BN7O2PbS2",
  "method": "ωB97M-V/def2-TZVPD",
  "orbital_gap_ha": 0.284,
  "homo_ev": -8.91,
  "lumo_ev": -1.194,
  "species": ["H", "N", "B", "N", "C", "Pb", "H", "C", "H", "C", "H", "C", "H", "H", "H", "N", "N", "N", "N", "C", "C", "H", "H", "C", "C", "C", "C", "H", "H", "H", "H", "H", "O", "S", "O", "N", "C", "S", "C", "C", "C", "C", "C", "C", "H", "H", "H", "H"],
  "coordinates": [[2.92, -2.29, -0.41], [1.07, -1.74, -1.34], [-1.03, -1.75, -2.81], [0.39, -2.24, -2.43], [1.09, -3.27, -2.95], [0.78, -0.37, 0.65], [0.74, -3.81, -3.82], [2.24, -3.45, -2.19], [3.01, -4.19, -2.33], [2.21, -2.47, -1.20], [-1.51, -2.43, -3.66], [-1.06, 2.08, 0.75], [-0.86, 2.49, 1.71], [-1.53, 1.12, 0.93], [-1.78, 2.53, 0.08], [-0.99, -0.29, -3.35], [-1.88, -1.78, -1.51], [-0.57, 0.74, -2.50], [-1.47, -1.23, -0.32], [-1.35, 0.23, -4.55], [-3.07, -2.40, -1.35], [-1.71, -0.39, -5.35], [-3.55, -2.91, -2.17], [-1.16, 1.60, -4.50], [-3.45, -2.25, -0.02], [-0.66, 1.86, -3.19], [-2.44, -1.50, 0.59], [-1.36, 2.31, -5.28], [-4.35, -2.64, 0.44], [-0.39, 2.84, -2.83], [-2.39, -1.17, 1.61], [-0.12, 1.91, 0.25], [4.86, -0.63, 5.61], [3.54, -0.12, 5.91], [3.13, 0.03, 7.29], [2.39, -0.93, 5.02], [1.71, -0.19, 4.17], [0.37, -0.93, 3.43], [2.19, 1.21, 4.08], [1.84, 2.30, 3.27], [2.48, 3.55, 3.41], [3.48, 3.72, 4.37], [3.85, 2.63, 5.19], [3.21, 1.40, 5.01], [1.05, 2.20, 2.52], [2.20, 4.39, 2.77], [3.97, 4.69, 4.47], [4.63, 2.71, 5.96]],
  "nbo_charge": [0.215, -0.424, 0.561, -0.309, 0.025, 1.404, 0.232, -0.347, 0.237, -0.044, -0.037, -0.846, 0.222, 0.219, 0.253, -0.353, -0.308, -0.315, -0.394, -0.013, 0.013, 0.218, 0.232, -0.367, -0.351, -0.048, -0.040, 0.223, 0.236, 0.201, 0.223, 0.181, -0.903, 2.264, -0.900, -0.702, 0.089, -0.307, -0.063, -0.211, -0.195, -0.191, -0.179, -0.292, 0.207, 0.223, 0.226, 0.239]
}



No. 4
{
  "formula": "C6H4O",
  "method": "ωB97M-V/def2-TZVPD",
  "orbital_gap_ha": 0.316,
  "homo_ev": -9.06,
  "lumo_ev": -0.473,
  "de_lowest_kj_mol": 364.04,
  "species": ["C", "C", "C", "C", "C", "C", "O", "H", "H", "H", "H"],
  "coordinates": [[3.25, -0.65, 0.03], [1.99, -0.40, -0.12], [0.58, -0.24, 0.14], [-0.10, 0.87, 0.51], [-1.48, 0.55, 0.30], [-1.50, -0.69, -0.24], [-0.24, -1.18, -0.38], [1.78, 0.13, -1.08], [0.34, 1.80, 0.85], [-2.32, 1.17, 0.55], [-2.29, -1.35, -0.56]],
  "nbo_charge": [0.265, -0.684, 0.259, -0.293, -0.305, 0.091, -0.391, 0.372, 0.240, 0.236, 0.211]
}



No. 5
{
  "formula": "C28H34Br33ClN3O4P2",
  "method": "ωB97M-V/def2-TZVPD",
  "total_charge": 1,
  "orbital_gap_ha": 0.286,
  "homo_ev": -11.41,
  "lumo_ev": -3.620,
  "species": ["C", "C", "O", "O", "C", "C", "C", "C", "N", "C", "P", "N", "C", "N", "C", "C", "O", "C", "C", "C", "C", "C", "C", "C", "P", "O", "Cl", "H", "H", "H", "H", "H", "H", "H", "H", "H", "H", "H", "H", "H", "H", "H", "H", "H", "H", "H", "H", "H", "H", "H", "C", "Br", "Br", "Br", "H", "C", "Br", "Br", "Br", "H", "C", "Br", "Br", "Br", "H", "C", "Br", "Br", "Br", "H", "C", "Br", "Br", "Br", "H", "C", "Br", "Br", "Br", "H", "C", "Br", "Br", "Br", "H", "C", "Br", "Br", "Br", "H", "C", "Br", "Br", "Br", "H", "C", "Br", "Br", "Br", "H", "C", "Br", "Br", "Br", "H"],
  "coordinates": [[2.96, -1.63, -0.95], [3.85, -0.46, -0.54], [4.46, 0.14, -1.39], [4.03, -0.05, 0.77], [2.82, 0.23, 1.46], [2.69, 1.75, 1.79], [3.99, 2.36, 2.38], [4.05, 3.93, 2.28], [2.94, 4.49, 1.51], [3.06, 4.88, 0.20], [4.49, 4.92, -0.97], [4.37, 6.28, -1.77], [1.85, 5.32, -0.26], [1.03, 5.17, 0.84], [-0.38, 5.57, 0.62], [-1.39, 4.72, 1.41], [-1.87, 5.20, 2.42], [-1.82, 3.36, 0.98], [-2.74, 2.64, 1.73], [-3.14, 1.39, 1.36], [-2.66, 0.78, 0.16], [-1.74, 1.54, -0.58], [-1.30, 2.80, -0.18], [1.67, 4.70, 1.91], [0.93, 4.42, 3.63], [2.24, 4.09, 4.57], [-0.20, 2.68, 3.62], [2.18, -1.77, -0.18], [2.44, -1.36, -1.88], [3.50, -2.58, -1.05], [2.69, -0.36, 2.39], [1.92, 0.00, 0.85], [1.91, 1.80, 2.56], [2.36, 2.23, 0.85], [4.00, 2.11, 3.45], [4.89, 1.88, 1.97], [4.17, 4.40, 3.26], [4.98, 4.17, 1.74], [4.42, 3.86, -1.90], [5.73, 4.96, -0.27], [4.25, 6.10, -2.76], [1.58, 5.68, -1.25], [-0.54, 6.64, 0.77], [-0.58, 5.40, -0.45], [-3.16, 3.10, 2.65], [-3.85, 0.82, 1.96], [-2.96, -0.19, -0.19], [-1.36, 1.11, -1.50], [-0.56, 3.30, -0.80], [2.36, 3.12, 4.58], [-1.45, -2.75, 2.53], [-0.38, -3.58, 1.16], [-0.37, -2.06, 3.97], [-2.60, -1.38, 1.80], [-2.09, -3.52, 2.95], [2.54, -3.75, 4.09], [3.04, -2.45, 2.74], [2.33, -5.51, 3.34], [3.76, -3.73, 5.58], [1.57, -3.45, 4.47], [1.52, -6.03, 8.33], [2.59, -7.00, 7.05], [2.56, -5.48, 9.86], [0.60, -4.53, 7.52], [0.76, -6.71, 8.69], [-4.49, 0.61, -4.05], [-5.16, -1.11, -4.60], [-3.59, 0.52, -2.33], [-3.35, 1.40, -5.39], [-5.34, 1.26, -3.93], [-5.94, 4.36, 4.91], [-5.84, 3.38, 6.57], [-5.31, 6.17, 5.10], [-5.03, 3.44, 3.48], [-6.99, 4.42, 4.64], [-5.92, -4.80, -3.79], [-4.85, -4.40, -2.23], [-6.18, -6.69, -4.01], [-7.59, -3.83, -3.77], [-5.37, -4.45, -4.65], [1.34, -2.89, -4.74], [3.21, -2.53, -5.07], [1.07, -4.63, -3.97], [0.53, -1.49, -3.68], [0.84, -2.88, -5.70], [1.61, -10.67, 5.33], [2.95, -12.04, 5.09], [0.96, -10.00, 3.64], [0.17, -11.27, 6.47], [2.09, -9.84, 5.84], [-0.52, -6.71, -5.25], [0.53, -8.02, -4.30], [-0.58, -7.07, -7.14], [-2.29, -6.55, -4.49], [-0.03, -5.76, -5.12], [-4.34, 4.22, -8.76], [-4.74, 4.83, -6.98], [-2.72, 5.02, -9.44], [-4.24, 2.30, -8.87], [-5.15, 4.53, -9.40], [0.16, 1.39, -7.05], [1.24, 0.41, -8.30], [1.21, 2.03, -5.55], [-0.82, 2.82, -7.90], [-0.57, 0.70, -6.65]],
  "lowdin_charge": [-0.002, -0.475, 0.113, -0.043, -0.280, -0.159, -0.118, -0.107, -0.054, -0.292, 0.763, -0.309, 0.002, -0.025, -0.020, -0.368, 0.061, -0.205, -0.163, -0.164, -0.356, -0.192, -0.018, -0.298, 0.723, -0.327, 0.401, 0.040, -0.001, 0.107, -0.021, 0.125, 0.037, 0.116, 0.113, 0.120, 0.123, 0.101, 0.026, 0.016, -0.031, 0.146, 0.155, 0.128, -0.058, 0.062, -0.047, 0.053, 0.114, 0.041, -1.521, 0.604, 0.656, 0.834, -0.017, -1.626, 0.714, 0.569, 0.574, -0.157, -1.607, 0.563, 0.591, 0.552, -0.027, -1.546, 0.589, 0.843, 0.569, -0.020, -1.600, 0.588, 0.592, 0.737, -0.027, -1.657, 0.533, 0.579, 0.562, -0.042, -1.544, 0.613, 0.731, 0.598, -0.018, -1.652, 0.577, 0.552, 0.568, -0.082, -1.733, 0.578, 0.584, 0.555, -0.253, -1.602, 0.562, 0.553, 0.540, -0.026, -1.635, 0.590, 0.529, 0.524, -0.064]
}



No. 6
{
  "formula": "C9H13N2O",
  "method": "ωB97M-V/def2-TZVPD",
  "total_charge": 1,
  "orbital_gap_ha": [0.178, 0.223],
  "homo_ev": [-9.23, -13.22],
  "lumo_ev": [-4.384, -7.149],
  "de_lowest_kj_mol": 234.66,
  "multiplicity": 3,
  "species": ["C", "C", "C", "C", "C", "C", "C", "C", "C", "N", "N", "O", "H", "H", "H", "H", "H", "H", "H", "H", "H", "H", "H", "H", "H"],
  "coordinates": [[-2.98, -0.80, 0.08], [-2.92, 0.49, 0.05], [-0.56, -0.84, -0.04], [1.89, 0.50, 0.04], [-1.74, -1.62, 0.34], [-1.66, 1.21, 0.38], [0.74, -1.56, -0.48], [0.67, 1.01, -0.66], [3.08, 1.31, 0.51], [-0.54, 0.43, -0.09], [2.03, -0.81, 0.02], [3.00, -1.49, 0.33], [-3.83, -1.46, -0.05], [-3.72, 1.05, -0.22], [-1.74, -1.96, 1.38], [-1.51, -2.59, -0.32], [-1.61, 2.00, -0.33], [-1.62, 1.50, 1.40], [0.82, -2.58, -0.09], [0.78, -1.32, -1.57], [0.68, 2.13, -0.63], [0.82, 0.74, -1.81], [3.43, 2.07, -0.29], [3.79, 0.63, 0.74], [2.70, 1.96, 1.31]],
  "nbo_charge": [-0.150, -0.202, 0.140, 0.461, -0.471, -0.240, -0.294, -0.297, -0.681, -0.362, 0.063, -0.139, 0.235, 0.226, 0.239, 0.233, 0.214, 0.222, 0.268, 0.223, 0.267, 0.230, 0.283, 0.254, 0.278]
}



Values for E, eV, ordered as above
-91940.04212, -52333.39540, -60041.28383, -8328.66714, -2384736.37115, -14557.82785
Values for maximum force, eV/A, ordered as above
5.03, 0.37, 2.60, 2.18, 3.04, 6.56